No. 1
Here is a structure of composition C45H64N7O3P2S3Sc from the OMol25 dataset. Energies are from ωB97M-V/def2-TZVPD.

The energy above the lowest of the compared OMol25 structures with the same formula, charge and spin is 1.358 eV. The calculation puts the gap between HOMO and LUMO at 6.63 eV. Its total energy is -5000.43592 hartree. As for the spin multiplicity: 1.

CARTESIAN COORDINATES (ANGSTROEM)
Sc: 0.226 -0.070 0.029
C: 0.718 -4.226 -1.722
C: 0.219 -4.356 -0.285
C: 1.385 -4.684 0.650
P: -0.649 -2.798 0.278
C: -1.426 -3.453 1.876
C: -2.663 -2.637 2.231
C: -1.761 -4.942 1.957
C: -1.998 -2.653 -0.932
C: -2.827 -3.746 -1.195
C: -3.829 -3.723 -2.145
C: -4.683 -4.934 -2.416
C: -3.969 -2.550 -2.884
C: -3.158 -1.462 -2.660
C: -2.153 -1.448 -1.664
N: -1.272 -0.393 -1.515
C: -1.517 0.833 -2.163
C: -2.753 1.490 -2.210
C: -2.883 2.720 -2.825
C: -1.801 3.354 -3.430
C: -1.956 4.699 -4.091
C: -0.570 2.717 -3.382
C: -0.419 1.479 -2.768
P: 1.146 0.569 -2.566
C: 1.199 -0.480 -4.115
C: 0.116 -1.557 -4.072
C: 1.072 0.331 -5.400
C: 2.470 1.823 -2.930
C: 3.818 1.130 -3.126
C: 2.535 2.785 -1.744
H: 1.270 -5.126 -2.004
H: -0.114 -4.103 -2.415
H: 1.394 -3.374 -1.818
H: -0.518 -5.161 -0.250
H: 2.174 -3.942 0.530
H: 1.084 -4.709 1.700
H: 1.800 -5.662 0.393
H: -0.655 -3.254 2.627
H: -3.496 -2.906 1.580
H: -2.956 -2.815 3.268
H: -2.490 -1.575 2.100
H: -2.516 -5.224 1.224
H: -0.891 -5.584 1.822
H: -2.173 -5.146 2.947
H: -2.673 -4.665 -0.642
H: -4.611 -5.648 -1.595
H: -5.730 -4.658 -2.540
H: -4.363 -5.439 -3.331
H: -4.719 -2.495 -3.666
H: -3.270 -0.594 -3.293
H: -3.609 1.039 -1.734
H: -3.851 3.211 -2.828
H: -2.931 4.784 -4.572
H: -1.877 5.503 -3.356
H: -1.184 4.857 -4.843
H: 0.285 3.201 -3.842
H: 2.177 -0.971 -4.077
H: -0.862 -1.127 -4.296
H: 0.323 -2.334 -4.812
H: 0.060 -2.017 -3.091
H: 0.137 0.895 -5.395
H: 1.901 1.025 -5.548
H: 1.053 -0.348 -6.255
H: 2.211 2.375 -3.837
H: 4.024 0.452 -2.295
H: 3.851 0.557 -4.055
H: 4.616 1.874 -3.159
H: 2.873 2.250 -0.856
H: 3.235 3.600 -1.942
H: 1.558 3.219 -1.525
O: -1.168 3.198 1.804
C: -0.213 2.825 1.128
O: -0.195 1.779 0.374
C: 1.039 3.636 1.213
C: 0.981 5.018 1.085
C: 2.118 5.787 1.261
C: 3.308 5.166 1.620
C: 3.372 3.791 1.761
C: 2.243 2.998 1.532
S: 2.332 1.257 1.707
H: 0.028 5.479 0.855
H: 2.078 6.861 1.134
H: 4.197 5.760 1.798
H: 4.297 3.311 2.053
N: 0.741 -0.286 7.359
C: 1.007 -1.333 6.534
O: 1.420 -2.401 6.937
C: 0.742 -1.083 5.079
C: 1.499 -1.767 4.136
C: 1.247 -1.559 2.798
N: 0.297 -0.727 2.357
C: -0.453 -0.099 3.262
C: -0.264 -0.241 4.625
H: 0.970 -0.384 8.334
H: 0.579 0.637 6.998
H: 2.264 -2.456 4.467
H: 1.834 -2.064 2.039
H: -1.232 0.546 2.870
H: -0.923 0.273 5.312
C: 6.963 -2.040 0.127
N: 5.554 -2.193 -0.164
C: 4.625 -1.231 -0.039
N: 5.016 -0.009 0.297
S: 3.018 -1.641 -0.414
H: 7.477 -2.945 -0.186
H: 7.145 -1.897 1.196
H: 7.392 -1.199 -0.422
H: 5.207 -3.091 -0.451
H: 5.952 0.129 0.646
H: 4.277 0.627 0.679
S: -3.212 0.433 0.865
C: -4.234 1.424 1.756
N: -3.773 2.268 2.687
C: -4.629 3.156 3.461
C: -6.021 2.558 3.579
C: -6.522 2.230 2.181
N: -5.572 1.312 1.576
H: -2.808 2.572 2.511
H: -4.676 4.148 2.997
H: -4.182 3.276 4.449
H: -6.694 3.253 4.079
H: -5.969 1.634 4.158
H: -6.611 3.147 1.587
H: -7.499 1.750 2.218
H: -5.853 0.717 0.817

These are the Mulliken partial charges, in e, on atoms 1 to 99: Sc -0.731; C -1.602; C 0.340; C -1.270; P 1.306; C 1.338; C -1.560; C -1.708; C -0.359; C -0.048; C 0.456; C -1.800; C -1.337; C -0.674; C -0.189; N 1.712; C -0.214; C -0.051; C -1.569; C 0.527; C -1.662; C -0.253; C -0.914; P 2.364; C 0.392; C -1.086; C -1.577; C 0.489; C -1.735; C -1.085; H 0.534; H 0.310; H 0.179; H 0.733; H -0.024; H 0.280; H 0.559; H 0.079; H 0.265; H 0.513; H -0.304; H 0.277; H 0.381; H 0.500; H 0.011; H 0.370; H 0.392; H 0.303; H 0.393; H 0.582; H 0.793; H 0.394; H 0.403; H 0.276; H 0.386; H 0.257; H 0.682; H 0.261; H 0.587; H -0.493; H 0.242; H 0.341; H 0.490; H 0.557; H 0.180; H 0.387; H 0.482; H -0.307; H 0.655; H 0.013; O -0.907; C -0.244; O 0.523; C 0.412; C -0.584; C -0.684; C -0.731; C -0.673; C 0.759; S -0.401; H 0.461; H 0.395; H 0.382; H 0.446; N -0.345; C 0.038; O -0.626; C 0.621; C -0.855; C -0.395; N 1.611; C -0.855; C -1.283; H 0.238; H 0.195; H 0.541; H 0.178; H 0.432; H 0.474

No. 2
Here is a structure of composition C45H65AuGeN4P3Te from the OMol25 dataset. Energies are from ωB97M-V/def2-TZVPD.

Its net charge is +2. The calculation puts the gap between HOMO and LUMO (alpha / beta) at 4.66 / 4.02 eV. Its total energy is -5476.93219 hartree. As for the spin multiplicity: 2.

CARTESIAN COORDINATES (ANGSTROEM)
Au: -0.928 -2.549 0.999
C: 3.446 2.084 2.773
C: 3.073 1.834 1.312
C: 4.245 2.125 0.380
P: 2.203 0.167 1.154
C: 2.577 -0.319 -0.613
N: 1.724 0.476 -1.421
Ge: -0.113 0.912 -0.517
N: -1.444 0.731 -2.105
C: -2.407 -0.323 -2.035
P: -1.869 -1.849 -1.133
C: -3.541 -2.638 -0.851
C: -4.586 -2.608 -1.964
C: -4.133 -1.981 0.400
C: -0.917 -2.731 -2.475
C: 0.055 -3.713 -1.832
C: -1.759 -3.425 -3.540
C: -1.838 1.895 -2.691
C: -3.084 2.125 -3.298
C: -3.382 3.358 -3.838
C: -2.469 4.403 -3.769
C: -1.227 4.199 -3.187
C: -0.902 2.952 -2.684
N: 0.381 2.634 -2.149
C: 1.277 2.057 -3.094
C: 1.445 2.541 -4.378
C: 2.459 2.037 -5.179
C: 3.290 1.030 -4.694
C: 3.114 0.510 -3.432
C: 2.078 0.997 -2.607
C: 0.969 3.687 -1.395
C: 1.897 4.582 -1.896
C: 2.347 5.624 -1.102
C: 1.873 5.768 0.198
C: 0.980 4.862 0.726
C: 0.531 3.775 -0.050
N: -0.224 2.753 0.402
C: -0.576 2.674 1.785
P: -1.375 1.033 2.121
C: -3.190 1.479 2.290
C: -3.608 2.060 0.940
C: -3.555 2.413 3.437
C: -0.674 0.588 3.807
C: -0.507 1.697 4.842
C: -1.479 -0.583 4.361
C: 3.236 -1.025 2.180
C: 2.422 -2.285 2.462
C: 4.591 -1.376 1.578
H: 3.702 3.132 2.917
H: 4.309 1.492 3.071
H: 2.613 1.842 3.435
H: 2.283 2.548 1.045
H: 5.121 1.526 0.616
H: 4.524 3.172 0.492
H: 3.977 1.980 -0.664
H: 2.349 -1.388 -0.707
H: 3.634 -0.158 -0.834
H: -2.657 -0.665 -3.053
H: -3.338 0.001 -1.542
H: -3.298 -3.685 -0.622
H: -4.883 -1.595 -2.226
H: -5.475 -3.122 -1.599
H: -4.267 -3.125 -2.861
H: -4.463 -0.967 0.186
H: -3.405 -1.940 1.211
H: -4.995 -2.546 0.745
H: -0.338 -1.919 -2.941
H: -0.474 -4.494 -1.289
H: 0.712 -3.192 -1.134
H: 0.662 -4.196 -2.593
H: -2.312 -4.263 -3.118
H: -1.103 -3.822 -4.313
H: -2.454 -2.742 -4.021
H: -3.815 1.335 -3.366
H: -4.336 3.515 -4.318
H: -2.710 5.366 -4.190
H: -0.506 5.004 -3.145
H: 0.808 3.332 -4.740
H: 2.621 2.448 -6.163
H: 4.081 0.649 -5.323
H: 3.741 -0.297 -3.086
H: 2.246 4.485 -2.915
H: 3.039 6.342 -1.511
H: 2.213 6.598 0.800
H: 0.631 4.986 1.739
H: -1.256 3.489 2.065
H: 0.323 2.733 2.410
H: -3.705 0.521 2.434
H: -3.191 3.054 0.795
H: -4.691 2.140 0.875
H: -3.254 1.426 0.125
H: -2.949 3.316 3.431
H: -3.451 1.920 4.400
H: -4.598 2.709 3.331
H: 0.332 0.222 3.542
H: -1.456 2.109 5.164
H: 0.117 2.510 4.478
H: -0.016 1.276 5.718
H: -2.480 -0.273 4.650
H: -0.991 -1.001 5.238
H: -1.568 -1.372 3.610
H: 3.381 -0.508 3.134
H: 2.334 -2.892 1.564
H: 1.422 -2.028 2.815
H: 2.909 -2.888 3.224
H: 4.475 -2.012 0.703
H: 5.179 -1.917 2.318
H: 5.153 -0.489 1.300
Te: -1.095 -4.363 2.937
C: 0.049 -5.893 2.057
C: -0.180 -7.217 2.430
C: 0.567 -8.236 1.872
C: 1.564 -7.947 0.952
C: 1.800 -6.630 0.582
C: 1.047 -5.612 1.129
H: -0.961 -7.454 3.137
H: 0.380 -9.258 2.159
H: 2.151 -8.739 0.519
H: 2.573 -6.398 -0.135
H: 1.228 -4.589 0.834

These are the Mulliken partial charges, in e, on atoms 1 to 99: Au 0.639; C -1.784; C 2.907; C -1.771; P 1.306; C -1.887; N 0.684; Ge 0.304; N 0.022; C -2.313; P -0.428; C 0.655; C -1.500; C -1.277; C 1.108; C -1.294; C -1.779; C 0.659; C -1.192; C -0.936; C -1.131; C -0.187; C 0.035; N 1.710; C -0.115; C 0.099; C -1.107; C -0.719; C -0.871; C -0.348; C 0.174; C -0.187; C -1.100; C -0.964; C -0.587; C -0.641; N 0.504; C -1.898; P 1.351; C 0.486; C -1.468; C -1.456; C 1.588; C -1.596; C -1.500; C 0.532; C -1.055; C -1.665; H 0.389; H 0.401; H 0.409; H -1.673; H 0.289; H 0.417; H 0.408; H 0.199; H 0.744; H 0.740; H 0.917; H 0.612; H 0.264; H 0.505; H 0.340; H 0.227; H 0.059; H 0.608; H 0.116; H 0.331; H -0.202; H 0.630; H 0.421; H 0.493; H 0.371; H 0.538; H 0.443; H 0.457; H 0.588; H 0.609; H 0.464; H 0.455; H 0.477; H 0.587; H 0.485; H 0.462; H 0.525; H 0.886; H 0.374; H 0.334; H 0.384; H 0.594; H 0.008; H 0.251; H 0.385; H 0.464; H -0.609; H 0.263; H 0.347; H 0.497; H 0.335